1.
This record from the Open Molecules 2025 dataset describes the molecule C5H8NO2P at a distorted geometry. The level of theory is ωB97M-V with the def2-TZVPD basis set.

Output
**Frontier orbital gap**: 7.622 eV
**SMILES string**: OCCN1C=COP=C1
**Total energy**: -20185.4247 eV
**Energy relative to the best compared isomer or geometry (same formula, charge and spin)**: 292.9 kJ/mol

```
! RIJCOSX wB97M-V def2-TZVPD def2/J DEFGRID3
* xyz 0 1
C 1.43 1.15 0.17
C 2.70 1.40 0.54
C 1.86 -1.15 -0.46
C -0.33 -0.11 -0.98
C -1.36 -0.43 0.10
N 1.08 -0.04 -0.54
O 3.78 0.62 0.22
O -1.14 -1.74 0.56
P 3.53 -1.11 -0.13
H 0.62 1.75 0.42
H 3.10 2.33 0.89
H 1.21 -1.89 -0.61
H -0.27 -1.08 -1.45
H -0.64 0.68 -1.64
H -2.38 -0.59 -0.43
H -1.21 0.23 0.97
H -1.70 -1.69 1.36
*
```

=====

2.
This record from the Open Molecules 2025 dataset describes the molecule C5H8NO2PS at a distorted geometry. The level of theory is ωB97M-V with the def2-TZVPD basis set.

Output
**Frontier orbital gap**: 8.520 eV
**SMILES string**: CP(C)(=S)Oc1ncco1
**Total energy**: -31022.2254 eV
**Energy relative to the best compared isomer or geometry (same formula, charge and spin)**: 169.8 kJ/mol

```
! RIJCOSX wB97M-V def2-TZVPD def2/J DEFGRID3
* xyz 0 1
C 2.45 -2.28 -0.17
C 3.46 -1.40 -0.21
C 1.61 -0.27 -0.15
C -1.52 0.99 -1.38
C -0.88 0.78 1.70
N 1.27 -1.54 -0.15
O 0.71 0.64 -0.32
O 2.94 -0.10 -0.11
P -0.94 -0.10 0.01
S -2.15 -1.69 0.06
H 2.48 -3.23 0.03
H 4.50 -1.49 -0.32
H -1.71 1.99 -1.09
H -0.87 0.67 -2.13
H -2.60 0.75 -1.61
H 0.05 1.36 1.77
H -1.86 1.43 1.78
H -1.00 -0.03 2.47
*
```

=====

3.
This record from the Open Molecules 2025 dataset describes a cluster of 2 separate species, C5H8NO2S2 in total at a distorted geometry. The level of theory is ωB97M-V with the def2-TZVPD basis set.

Output
**Frontier orbital gap**: 5.571 eV
**Total energy**: -32569.4665 eV
**Energy relative to the best compared isomer or geometry (same formula, charge and spin)**: 350.4 kJ/mol

```
! RIJCOSX wB97M-V def2-TZVPD def2/J DEFGRID3
* xyz -1 1
C -1.52 -0.58 -0.19
C 3.01 -0.34 0.35
C -1.86 -1.98 -0.79
C 0.06 1.52 1.34
C 0.49 0.70 0.15
N -0.29 -0.22 -0.53
O -2.39 0.02 0.42
O 3.59 0.54 0.94
S 2.83 -1.76 -0.26
S 1.29 1.68 -1.07
H -2.40 -2.40 0.12
H -0.86 -2.30 -1.11
H -2.69 -1.90 -1.46
H 1.03 1.91 1.87
H -0.48 0.99 2.07
H -0.56 2.33 1.08
H 0.23 -0.85 -1.30
H 0.53 2.65 -1.63
*
```

=====

4.
This record from the Open Molecules 2025 dataset describes the molecule C5H8NO3P at a distorted geometry. The level of theory is ωB97M-V with the def2-TZVPD basis set.

Output
**Frontier orbital gap**: 9.257 eV
**SMILES string**: N[C@@H](c1ccco1)P(O)O
**Total energy**: -22235.3047 eV
**Energy relative to the best compared isomer or geometry (same formula, charge and spin)**: 191.6 kJ/mol

```
! RIJCOSX wB97M-V def2-TZVPD def2/J DEFGRID3
* xyz 0 1
C -1.68 -0.44 1.52
C -0.50 -0.90 0.95
C -1.93 0.83 1.10
C 0.00 0.12 0.22
C 1.19 0.06 -0.64
N 1.72 1.38 -1.21
O -0.79 -0.23 -2.31
O -0.87 1.13 0.27
O 0.44 -2.29 -1.63
P 0.74 -0.80 -2.27
H -2.42 -1.08 1.97
H -0.16 -1.91 0.98
H -2.85 1.42 1.16
H 2.01 -0.42 -0.09
H 2.03 1.79 -0.46
H 1.08 1.92 -1.77
H -1.21 -0.42 -1.45
H 1.19 -2.79 -1.70
*
```

=====

5.
This record from the Open Molecules 2025 dataset describes the ion C5H8NOS with charge +1 at a distorted geometry. The level of theory is ωB97M-V with the def2-TZVPD basis set.

Output
**Frontier orbital gap (alpha / beta)**: 8.282 / 8.283 eV
**SMILES string**: C=[N+]1C=CS[C@H]1OC
**Total energy**: -19676.8812 eV
**Energy relative to the best compared isomer or geometry (same formula, charge and spin)**: 376.3 kJ/mol

```
! RIJCOSX wB97M-V def2-TZVPD def2/J DEFGRID3
* xyz 1 1
C 2.12 -0.01 0.01
C 2.26 -0.20 1.32
C -0.25 0.01 0.83
C -2.54 -0.27 -0.02
C 0.44 0.73 -1.45
N 0.80 0.33 -0.30
O -1.39 0.44 0.62
S 0.79 -0.13 2.28
H 2.91 -0.23 -0.60
H 3.18 -0.46 1.82
H -0.26 -1.06 0.47
H -2.89 0.39 -0.81
H -3.52 -0.47 0.44
H -2.04 -1.04 -0.62
H -0.59 1.09 -1.63
H 0.98 0.89 -2.36
*
```

=====

6.
This record from the Open Molecules 2025 dataset describes the molecule C5H8NP at a distorted geometry. The level of theory is ωB97M-V with the def2-TZVPD basis set.

Output
**Frontier orbital gap**: 8.497 eV
**SMILES string**: C#[PH][C@H](C)C=C=N
**Total energy**: -16087.6050 eV
**Energy relative to the best compared isomer or geometry (same formula, charge and spin)**: 509.1 kJ/mol

```
! RIJCOSX wB97M-V def2-TZVPD def2/J DEFGRID3
* xyz 0 1
C -0.70 -0.45 -0.94
C 0.15 0.67 -0.57
C 2.60 -1.56 -0.03
C -1.15 -1.23 0.01
C -0.51 1.69 0.46
N -1.32 -2.04 0.87
P 1.69 -0.20 0.07
H -1.29 -0.35 -1.93
H 0.44 1.22 -1.53
H 2.28 -2.60 -0.28
H 0.03 2.33 1.12
H -1.40 1.11 0.95
H -1.01 2.37 -0.20
H -2.08 -1.95 1.53
H 2.28 0.99 0.47
*
```

=====

7.
This record from the Open Molecules 2025 dataset describes the ion C5H8NS with charge +1 at a distorted geometry. The level of theory is ωB97M-V with the def2-TZVPD basis set.

Output
**Frontier orbital gap (alpha / beta)**: 7.524 / 7.526 eV
**SMILES string**: C=[N+]1C=C(C)SC1
**Total energy**: -17630.1365 eV
**Energy relative to the best compared isomer or geometry (same formula, charge and spin)**: 269.6 kJ/mol

```
! RIJCOSX wB97M-V def2-TZVPD def2/J DEFGRID3
* xyz 1 1
C 0.74 -0.16 0.33
C -0.62 0.04 1.08
C 1.44 -0.16 -2.00
C -0.82 0.05 -1.47
C -0.59 0.26 2.52
N 0.55 -0.14 -1.08
S -1.90 0.07 0.05
H 1.69 -0.07 0.73
H 1.09 -0.36 -3.03
H 2.43 -0.57 -1.72
H -0.86 1.01 -2.02
H -1.09 -0.98 -1.93
H -1.62 -0.06 2.78
H -0.49 1.28 2.49
H 0.06 -0.20 3.30
*
```

=====

8.
This record from the Open Molecules 2025 dataset describes a structure of composition C5H8O. The level of theory is ωB97M-V with the def2-TZVPD basis set.

Output
**Frontier orbital gap**: 9.025 eV
**Total energy**: -7356.1614 eV
**Energy relative to the best compared isomer or geometry (same formula, charge and spin)**: 588.0 kJ/mol

```
! RIJCOSX wB97M-V def2-TZVPD def2/J DEFGRID3
* xyz 0 1
C 0.48 1.26 -0.60
C 1.05 0.93 0.75
C 0.06 0.02 0.09
C -1.24 -0.40 0.71
O -0.92 -1.72 0.61
C 0.25 -1.46 -0.21
H -0.26 2.06 -0.67
H 1.13 1.17 -1.47
H 2.08 0.60 0.80
H 0.70 1.50 1.61
H -2.32 -0.07 0.21
H -2.17 -0.18 -0.73
H 1.14 -1.97 0.16
H 0.02 -1.74 -1.25
*
```